Density functional theory data (ωB97M-V/def2-TZVPD) for a structure of composition C59H42Cl2MoN3O3Sb at a distorted geometry.

Kohn-Sham gap (alpha / beta)	6.04 / 6.48	eV
<S²>	2.020
spin multiplicity	3
molecular weight	1129.61	g/mol

```
111
Properties=species:S:1:pos:R:3:forces:R:3:lowdin_spin:R:1
Mo -0.4214 -0.4896 -0.0812 -0.464 0.122 -1.143 1.639
Cl 2.4774 3.9670 5.1967 -0.007 -0.023 -0.012 0.003
C 2.0160 2.8036 3.9907 -0.011 0.019 -0.002 0.013
C 3.0112 2.1562 3.2444 0.032 -0.037 0.018 -0.001
C 2.6778 1.2511 2.2684 -0.047 -0.004 0.092 0.010
C 1.3250 0.9824 1.9917 -0.088 0.029 -0.233 0.003
O 1.0235 0.1863 1.0052 0.645 0.018 0.609 0.074
C 0.3326 1.6064 2.7700 -0.156 0.106 -0.087 0.015
C -1.0256 1.1689 2.6532 0.085 -0.093 0.027 0.011
N -1.4529 0.3509 1.7529 -0.173 0.153 -0.094 0.015
C -2.6249 -0.3954 2.0505 0.171 -0.008 -0.028 -0.004
C -3.7906 0.0585 2.5885 -0.095 -0.039 -0.071 0.012
C -4.8131 -0.8679 2.9062 0.075 0.011 -0.020 -0.004
C -4.6310 -2.2078 2.7198 0.013 -0.011 -0.037 0.009
C -3.4179 -2.6964 2.1691 -0.089 -0.104 0.015 0.000
C -3.1288 -4.0669 1.9620 -0.024 0.083 -0.034 0.031
C -1.9062 -4.4249 1.4749 0.060 0.060 0.013 -0.003
C -0.9829 -3.4222 1.1173 -0.023 -0.013 -0.008 0.038
N -1.2485 -2.1364 1.2070 -0.078 -0.315 0.352 0.010
C -2.4357 -1.7751 1.7990 0.126 0.079 0.031 0.009
C 0.6949 2.5202 3.7762 0.039 0.033 -0.011 0.000
H 4.0499 2.3948 3.4334 0.006 0.030 -0.020 0.000
H 3.4248 0.7625 1.6580 0.017 -0.010 0.004 0.001
H -1.7038 1.4550 3.4597 0.032 -0.097 0.042 0.001
H -3.9457 1.1191 2.7409 -0.001 0.011 0.003 0.001
H -5.7461 -0.5009 3.3107 -0.013 0.012 0.001 -0.001
H -5.4110 -2.9124 2.9782 0.003 -0.007 0.011 0.000
H -3.8763 -4.8141 2.1965 -0.004 -0.004 0.044 0.002
H -1.6358 -5.4604 1.3286 0.014 -0.005 0.011 -0.001
H -0.0061 -3.6900 0.7425 -0.049 -0.006 -0.086 0.001
H -0.0704 2.9985 4.3748 -0.016 0.003 0.001 0.000
Cl -3.4443 4.5504 -4.7810 0.018 -0.031 0.014 0.000
C -2.4916 3.2483 -4.1130 -0.032 0.038 -0.011 0.002
C -3.0032 1.9618 -4.1001 -0.001 0.024 -0.028 0.000
C -2.2580 0.9396 -3.5374 0.035 -0.037 -0.062 0.002
C -1.0110 1.1786 -2.9559 -0.092 -0.037 0.162 0.006
C -0.2468 0.1133 -2.2425 0.053 0.263 0.100 0.007
C -0.5069 2.4721 -3.0476 0.029 0.039 -0.014 0.002
C -1.2293 3.5096 -3.6143 0.022 0.000 -0.007 0.000
H -3.9815 1.7655 -4.5173 -0.012 -0.005 -0.009 0.000
H -2.6704 -0.0616 -3.5261 -0.008 -0.001 0.021 0.000
H 0.8276 0.3074 -2.3397 0.004 -0.096 -0.018 0.006
H -0.4649 -0.8551 -2.7065 0.064 -0.035 0.073 0.001
H 0.4844 2.6724 -2.6718 0.089 0.032 0.044 0.000
H -0.8141 4.5071 -3.6646 0.005 0.021 0.002 0.000
C -4.6159 3.5031 -0.7616 0.036 0.015 0.013 -0.001
C -3.2403 3.4913 -0.4386 -0.045 0.001 0.029 0.004
C -2.5577 2.3102 -0.3918 0.025 -0.026 0.069 0.007
C -3.1894 1.0738 -0.6866 0.068 0.040 -0.010 0.004
C -2.4651 -0.1566 -0.7149 -0.021 -0.146 0.079 -0.013
C -3.1201 -1.2835 -1.1512 -0.029 -0.062 0.047 0.019
C -4.4954 -1.2667 -1.4856 0.036 0.009 0.005 0.000
C -5.2082 -0.1078 -1.4014 0.039 0.012 0.005 0.011
C -4.5622 1.0980 -1.0290 -0.079 -0.008 0.003 -0.001
C -5.2576 2.3334 -1.0424 -0.016 -0.019 -0.001 0.002
H -5.1493 4.4439 -0.8050 -0.004 0.007 0.002 0.000
H -2.7250 4.4233 -0.2444 0.015 0.019 -0.011 0.000
H -1.4931 2.3112 -0.1734 -0.005 0.004 -0.017 0.007
H -2.5841 -2.2252 -1.2520 -0.026 0.012 0.065 0.003
H -4.9775 -2.1855 -1.7968 -0.002 -0.007 -0.022 0.000
H -6.2658 -0.0865 -1.6362 -0.010 0.013 -0.028 0.001
H -6.3068 2.3335 -1.3150 -0.009 -0.001 0.008 0.000
C 3.1451 4.9580 -4.6502 0.028 0.017 -0.004 0.000
C 2.2846 5.8320 -4.0057 -0.016 0.010 -0.004 0.000
C 1.8415 5.5574 -2.7172 -0.085 -0.004 -0.007 0.000
C 2.2651 4.4126 -2.0514 -0.093 -0.090 -0.062 0.000
C 3.1142 3.5294 -2.7203 0.037 0.045 0.025 0.000
C 3.5551 3.7994 -4.0063 0.000 -0.018 -0.019 0.000
Sb 1.6237 3.7407 -0.1150 0.130 0.141 -0.039 0.002
C 3.4949 4.2556 0.8042 0.013 -0.015 0.025 0.000
C 3.6489 5.3361 1.6648 -0.007 -0.030 0.034 0.000
C 4.8732 5.5847 2.2757 -0.018 0.006 0.012 0.000
C 5.9572 4.7585 2.0261 0.026 0.002 0.008 0.000
C 5.8157 3.6791 1.1631 0.011 -0.016 0.001 0.000
C 4.5909 3.4267 0.5649 0.006 0.044 -0.045 0.000
C 0.5099 5.4213 0.5958 -0.061 0.045 -0.046 0.000
C 0.7467 6.7568 0.2698 0.133 0.032 0.077 0.000
C -0.0748 7.7642 0.7545 -0.014 -0.004 0.017 0.000
C -1.1414 7.4548 1.5883 -0.004 0.024 -0.011 0.000
C -1.3734 6.1364 1.9452 -0.004 -0.018 0.016 0.000
C -0.5555 5.1306 1.4459 -0.059 0.004 -0.057 0.000
H 3.4894 5.1743 -5.6529 -0.017 -0.011 -0.021 0.000
H 1.9446 6.7280 -4.5098 -0.004 0.008 -0.001 0.000
H 1.1396 6.2377 -2.2523 0.014 -0.011 -0.004 0.000
H 3.4275 2.6056 -2.2434 -0.006 -0.015 -0.008 0.000
H 4.2028 3.0956 -4.5131 0.031 0.003 0.007 0.000
H 2.8109 5.9892 1.8749 -0.010 0.006 0.023 0.000
H 4.9764 6.4259 2.9494 -0.005 0.005 0.006 0.000
H 6.9103 4.9534 2.5008 0.005 0.000 0.003 0.000
H 6.6588 3.0299 0.9618 0.003 -0.004 -0.001 0.000
H 4.4941 2.5662 -0.0891 -0.002 -0.018 0.001 0.000
H 1.5990 7.0264 -0.3423 -0.022 -0.022 -0.020 0.000
H 0.1195 8.7936 0.4817 0.006 0.012 0.007 0.000
H -1.7873 8.2408 1.9579 0.010 0.001 0.015 0.000
H -2.1978 5.8871 2.6016 -0.011 -0.003 0.000 0.000
H -0.7637 4.1007 1.7145 -0.010 -0.027 -0.010 0.000
O -0.4615 -3.3499 -1.7424 -0.032 0.018 0.058 0.010
C 0.6850 -2.9924 -1.5376 0.004 0.035 -0.108 0.007
N 1.0475 -1.8075 -0.9332 -0.101 -0.237 0.349 0.014
C 2.4419 -1.6851 -0.9517 0.033 0.079 -0.177 0.005
O 3.0987 -0.7185 -0.6468 -0.042 -0.014 0.065 0.004
C 2.9940 -2.9707 -1.5005 0.028 0.017 0.055 0.001
C 4.2959 -3.3982 -1.6515 -0.005 -0.010 -0.041 0.001
C 4.4883 -4.6654 -2.1965 -0.030 -0.003 -0.002 0.001
C 3.4073 -5.4552 -2.5844 0.009 0.031 0.012 0.001
C 2.0980 -5.0059 -2.4325 0.032 0.010 -0.034 0.001
C 1.9248 -3.7547 -1.8786 -0.038 -0.033 0.011 0.000
H 5.1272 -2.7711 -1.3587 0.005 0.001 0.015 0.000
H 5.4935 -5.0460 -2.3216 0.005 -0.004 -0.020 0.000
H 3.5911 -6.4321 -3.0117 0.012 -0.009 0.000 0.000
H 1.2511 -5.6053 -2.7382 -0.012 -0.008 0.012 0.000
```
Forces are in eV/Å.